Below is 12 unconnected molecules or ions with the total composition C48H132N12O12 in a non-equilibrium geometry, with properties calculated with the ωB97M-V functional and the def2-TZVPD basis.

The value obtained for the energy is -3467.49435 Eh. The HOMO-LUMO gap is 8.946 eV. The calculation puts the molar mass at 1069.66 g mol⁻¹. The SMILES is COC[C@H](C)N.COC[C@H](C)N.COC[C@H](C)N.COC[C@H](C)N.COC[C@H](C)N.COC[C@H](C)N.COC[C@H](C)N.COC[C@H](C)N.COC[C@H](C)N.COC[C@H](C)N.COC[C@H](C)N.COC[C@H](C)N.

ORCA input file:
```
! wB97M-V def2-TZVPD RIJCOSX def2/J DEFGRID3
* xyz 0 1
C -1.052 2.914 -1.091
O -0.331 2.700 0.112
C 0.899 2.074 -0.062
C 1.117 1.014 1.103
C 1.769 1.431 2.481
N 1.865 -0.154 0.696
H -1.520 2.064 -1.588
H -0.444 3.410 -1.847
H -1.954 3.486 -0.874
H 0.911 1.491 -0.983
H 1.714 2.776 -0.235
H 0.169 0.556 1.383
H 1.173 1.995 3.198
H 2.676 2.032 2.417
H 1.957 0.550 3.094
H 1.983 -0.818 1.448
H 1.169 -0.531 0.070
C -1.362 -1.569 0.079
O -0.595 -1.151 -1.031
C -1.290 -1.131 -2.269
C -0.333 -0.314 -3.267
C -0.984 -0.042 -4.622
N 0.970 -0.927 -3.555
H -1.517 -2.642 -0.038
H -2.263 -0.964 0.175
H -0.735 -1.396 0.954
H -1.371 -2.145 -2.660
H -2.299 -0.745 -2.123
H -0.245 0.610 -2.695
H -1.295 -0.923 -5.183
H -0.260 0.624 -5.093
H -1.866 0.579 -4.470
H 1.529 -0.963 -2.714
H 1.511 -0.347 -4.181
C 2.672 -4.978 4.788
O 1.256 -5.142 4.504
C 0.453 -3.962 4.707
C 0.667 -2.796 3.726
C -0.184 -1.539 4.059
N 0.251 -3.132 2.339
H 3.259 -4.850 3.878
H 2.979 -5.773 5.467
H 2.760 -3.980 5.219
H -0.569 -4.260 4.471
H 0.501 -3.633 5.745
H 1.721 -2.547 3.847
H -0.426 -0.764 3.331
H 0.182 -1.015 4.942
H -1.147 -1.918 4.398
H -0.621 -3.634 2.431
H 0.814 -3.955 2.175
C -4.673 -1.446 3.258
O -5.447 -1.231 4.498
C -4.894 -1.630 5.717
C -3.778 -0.676 6.129
C -3.022 -1.310 7.336
N -4.325 0.553 6.635
H -4.561 -2.515 3.074
H -3.727 -0.955 3.486
H -5.143 -0.836 2.488
H -5.579 -1.746 6.558
H -4.399 -2.589 5.566
H -3.098 -0.497 5.297
H -2.498 -2.205 7.001
H -3.798 -1.763 7.954
H -2.366 -0.573 7.800
H -5.115 0.273 7.199
H -4.594 1.060 5.804
C -8.192 0.289 0.880
O -7.422 1.162 0.072
C -6.296 1.894 0.603
C -5.535 2.437 -0.642
C -4.569 1.398 -1.213
N -4.910 3.710 -0.309
H -7.780 -0.651 1.246
H -9.143 0.092 0.385
H -8.554 0.771 1.789
H -6.735 2.649 1.255
H -5.674 1.262 1.237
H -6.282 2.700 -1.391
H -4.950 0.386 -1.079
H -3.619 1.446 -0.680
H -4.521 1.572 -2.288
H -5.540 4.483 -0.148
H -4.385 3.559 0.541
C -2.842 -5.376 3.311
O -1.968 -4.996 2.201
C -1.650 -6.055 1.315
C -0.145 -5.869 0.763
C 0.154 -6.614 -0.568
N 0.845 -6.310 1.759
H -2.411 -6.061 4.041
H -3.558 -6.113 2.948
H -3.422 -4.551 3.724
H -1.881 -7.056 1.681
H -2.370 -5.809 0.534
H -0.059 -4.798 0.579
H -0.385 -7.559 -0.495
H 1.229 -6.759 -0.672
H -0.234 -6.127 -1.462
H 0.786 -5.975 2.710
H 0.940 -7.315 1.801
C -4.835 5.262 -5.972
O -4.245 4.387 -6.986
C -3.148 3.616 -6.426
C -3.082 2.389 -7.261
C -2.870 2.625 -8.769
N -4.278 1.652 -7.210
H -5.610 5.838 -6.477
H -4.014 5.901 -5.648
H -5.146 4.636 -5.135
H -2.281 4.273 -6.496
H -3.307 3.348 -5.382
H -2.397 1.731 -6.726
H -2.466 1.739 -9.259
H -2.163 3.440 -8.921
H -3.646 3.036 -9.415
H -5.048 2.286 -7.050
H -4.308 1.233 -8.128
C 2.343 -4.847 -3.029
O 3.115 -5.748 -2.241
C 3.812 -5.106 -1.217
C 4.604 -6.107 -0.367
C 5.475 -7.014 -1.222
N 3.673 -7.001 0.260
H 2.982 -4.147 -3.567
H 1.483 -4.358 -2.571
H 1.909 -5.405 -3.858
H 4.601 -4.493 -1.652
H 3.092 -4.501 -0.666
H 5.161 -5.563 0.396
H 6.160 -6.500 -1.896
H 4.851 -7.703 -1.791
H 6.064 -7.648 -0.560
H 3.023 -6.541 0.882
H 3.112 -7.214 -0.552
C 7.299 -2.330 -0.154
O 5.943 -2.489 0.321
C 5.082 -1.354 0.034
C 5.260 -0.100 0.961
C 4.898 -0.339 2.507
N 4.549 1.005 0.450
H 7.723 -3.304 -0.399
H 7.860 -1.852 0.649
H 7.291 -1.834 -1.125
H 5.176 -1.117 -1.026
H 4.104 -1.821 0.152
H 6.300 0.209 0.854
H 3.815 -0.392 2.621
H 5.262 0.475 3.134
H 5.418 -1.174 2.975
H 4.597 1.729 1.153
H 3.573 0.789 0.311
C 0.846 3.370 -4.477
O 1.409 4.049 -3.436
C 2.006 5.235 -3.772
C 2.245 6.175 -2.565
C 0.949 6.632 -1.804
N 3.026 7.387 -3.004
H 0.431 2.505 -3.959
H 1.654 3.062 -5.141
H -0.020 3.877 -4.902
H 3.004 5.102 -4.188
H 1.560 5.755 -4.620
H 2.759 5.477 -1.903
H 1.102 7.199 -0.887
H 0.338 5.863 -1.331
H 0.265 7.136 -2.487
H 4.007 7.292 -3.224
H 2.559 7.729 -3.831
C -1.635 3.428 3.319
O -1.580 4.622 4.079
C -1.222 4.369 5.501
C -1.312 5.569 6.579
C -1.286 4.974 7.979
N -2.596 6.220 6.515
H -2.236 2.618 3.733
H -0.647 2.977 3.223
H -1.994 3.589 2.303
H -1.909 3.605 5.867
H -0.218 3.948 5.541
H -0.490 6.271 6.439
H -1.325 5.700 8.791
H -0.377 4.401 8.159
H -2.089 4.248 8.105
H -2.783 6.547 5.578
H -2.569 7.039 7.105
C 3.372 0.025 -5.917
O 3.148 0.818 -4.707
C 4.041 0.479 -3.548
C 4.929 1.681 -3.152
C 5.759 2.252 -4.323
N 5.909 1.343 -2.134
H 3.318 -1.064 -5.898
H 4.139 0.389 -6.601
H 2.436 0.140 -6.464
H 3.301 0.295 -2.768
H 4.622 -0.440 -3.613
H 4.450 2.576 -2.754
H 6.240 3.195 -4.064
H 5.056 2.405 -5.142
H 6.668 1.688 -4.529
H 6.388 2.156 -1.773
H 5.418 1.098 -1.286
*
```

Löwdin population analysis, charges in e, atoms 1 to 4: atom 1 (C): -0.09, atom 2 (O): -0.17, atom 3 (C): -0.16, atom 4 (C): -0.35